The following is a DFT calculation (wB97M-V/def2-TZVPD) of C36H26ClN6PV as an isolated structure in a non-equilibrium geometry.

Output
charge: +3
frontier orbital gap (spin up / spin down): 5.6 / 5.9 eV
LUMO level (spin up / spin down): -10.7424 / -10.4433 eV
spin multiplicity: 3
expectation value of S²: 2.025
HOMO (spin up / spin down): -16.314 / -16.309 eV

XYZ file:
```
71
Properties=species:S:1:pos:R:3:lowdin_charge:R:1
V -1.563 -1.091 -0.641 0.723
C 0.059 -1.324 -4.637 -0.036
C -0.510 -1.672 -3.420 -0.053
N -0.767 -0.739 -2.492 -0.009
C -0.448 0.544 -2.791 -0.172
C 0.128 0.858 -4.002 -0.009
N 0.383 -0.070 -4.924 0.167
C -0.808 1.504 -1.726 -0.161
C -0.642 2.861 -1.761 0.098
C -1.088 3.646 -0.684 -0.070
C -1.722 2.988 0.387 0.100
C -1.861 1.630 0.358 -0.152
N -1.384 0.886 -0.668 0.013
C -2.566 0.793 1.354 -0.155
C -3.267 1.244 2.455 0.001
N -3.917 0.411 3.266 0.166
C -3.872 -0.887 2.987 -0.037
C -3.177 -1.370 1.890 -0.060
N -2.523 -0.529 1.070 -0.019
C -0.928 5.101 -0.684 -0.189
C -1.022 5.826 -1.867 0.005
C -0.882 7.205 -1.805 -0.086
N -0.638 7.872 -0.674 0.113
C -0.540 7.160 0.452 -0.088
C -0.688 5.782 0.504 0.001
H 0.254 -2.080 -5.387 0.141
H -0.735 -2.704 -3.193 0.108
H 0.394 1.879 -4.247 0.140
H -0.154 3.330 -2.605 0.136
H -2.126 3.563 1.209 0.137
H -3.320 2.300 2.690 0.141
H -4.404 -1.564 3.645 0.142
H -3.134 -2.430 1.683 0.110
H -1.246 5.347 -2.813 0.120
H -0.970 7.802 -2.704 0.126
H -0.332 7.721 1.355 0.124
H -0.575 5.259 1.446 0.119
Cl -1.942 -3.331 -0.713 0.830
C -0.807 -4.132 0.443 -0.518
C -1.066 -5.444 0.756 -0.053
C -0.208 -6.046 1.672 -0.003
C 0.843 -5.332 2.231 -0.005
C 1.067 -4.005 1.877 -0.031
C 0.237 -3.378 0.956 -0.373
P 0.522 -1.676 0.386 1.061
C 1.792 -1.779 -0.890 -0.364
C 2.275 -0.591 -1.452 -0.122
C 3.208 -0.638 -2.473 -0.044
C 3.653 -1.870 -2.952 -0.026
C 3.169 -3.050 -2.404 -0.032
C 2.236 -3.010 -1.374 -0.059
C 1.159 -0.764 1.800 -0.354
C 2.489 -0.349 1.858 -0.060
C 2.979 0.220 3.028 -0.030
C 2.156 0.366 4.134 -0.025
C 0.828 -0.051 4.081 -0.041
C 0.331 -0.613 2.919 -0.098
H -1.893 -5.987 0.317 0.132
H -0.378 -7.078 1.950 0.137
H 1.497 -5.810 2.949 0.134
H 1.891 -3.454 2.315 0.133
H 1.940 0.371 -1.074 0.113
H 3.607 0.279 -2.889 0.125
H 4.386 -1.905 -3.748 0.129
H 3.527 -4.004 -2.769 0.126
H 1.877 -3.937 -0.946 0.110
H 3.150 -0.476 1.011 0.107
H 4.013 0.537 3.075 0.127
H 2.550 0.792 5.048 0.128
H 0.192 0.053 4.952 0.123
H -0.692 -0.965 2.898 0.087
```